Record 1
The following is a quantum chemistry calculation of a molecular structure, C3H10BBeCl6 in a non-equilibrium geometry, from the OMol25 dataset.

```
21
Properties=species:S:1:pos:R:3:lowdin_charge:R:1
Cl 13.086 1.582 -1.573 0.501
Cl 18.418 3.118 -2.024 0.490
Cl 14.331 4.096 -2.468 0.541
Cl 20.063 3.126 -4.450 0.530
Cl 12.314 1.184 -8.357 0.540
Cl 11.929 0.473 -5.458 0.514
C 14.452 2.350 -2.445 -1.039
C 18.423 2.889 -3.817 -1.005
C 12.907 0.312 -6.936 -1.041
B 16.422 0.053 -5.422 -0.271
Be 17.178 -2.185 -6.111 1.319
H 14.504 1.885 -3.429 0.004
H 15.542 -0.417 -5.833 -0.059
H 13.896 0.677 -6.659 -0.015
H 16.817 -0.591 -4.651 -0.049
H 16.154 1.056 -5.129 0.046
H 17.641 3.538 -4.212 0.034
H 15.328 2.182 -1.820 -0.001
H 12.856 -0.766 -7.090 0.017
H 18.004 1.897 -3.988 -0.014
H 17.167 0.034 -6.202 -0.043
```

Its total charge is +1. The electronic energy comes out at -79469.1621 eV. Its lowest unoccupied orbital energy is -10.66 eV. The energy relative to the best compared isomer or geometry (same formula, charge and spin) is 2.5336 eV.


Record 2
The following is a quantum chemistry calculation of 2 unconnected molecules or ions with the total composition C3H10BN in a non-equilibrium geometry, from the OMol25 dataset.

```
15
Properties=species:S:1:pos:R:3:lowdin_charge:R:1
N 0.160 -1.697 1.629 0.229
C -1.606 -0.506 -0.085 -0.203
C 2.918 0.562 -0.872 -0.062
C -2.457 0.771 0.305 -0.111
B -0.690 -1.183 0.872 -0.350
H -0.921 -0.253 -0.984 0.125
H 0.868 -2.186 2.064 -0.006
H 2.787 -0.266 -0.156 0.015
H 3.557 1.361 -0.436 0.018
H -2.539 1.463 -0.556 0.070
H -1.744 1.223 1.035 0.070
H 3.526 0.317 -1.744 0.004
H -2.363 -1.159 -0.553 0.093
H 1.956 1.004 -1.274 0.030
H -3.453 0.549 0.754 0.079
```

The electronic energy comes out at -5439.3827 eV. Its lowest unoccupied orbital energy is 0.65 eV. The energy relative to the best compared isomer or geometry (same formula, charge and spin) is 1.1308 eV.


Record 3
The following is a quantum chemistry calculation of a molecular structure, C3H10Br2NaO5P in a non-equilibrium geometry, from the OMol25 dataset.

```
22
Properties=species:S:1:pos:R:3:mulliken_spin:R:1
Br -0.717 -26.824 -24.165 0.151
Br -3.656 -30.309 -22.931 0.831
P -1.730 -25.584 -19.527 0.000
Na -1.591 -28.483 -21.903 -0.006
O -0.447 -29.582 -20.237 0.024
O -2.393 -24.121 -19.513 0.000
O -0.141 -25.200 -19.664 0.000
O -1.857 -25.986 -17.921 0.000
O -2.309 -26.571 -20.481 -0.001
C -2.257 -27.284 -17.454 0.000
C -2.621 -23.454 -20.703 0.000
C 0.693 -26.239 -20.102 0.001
H 0.938 -27.055 -19.423 0.000
H 1.656 -25.855 -20.439 0.000
H -3.318 -27.300 -17.203 0.000
H -2.055 -27.980 -18.268 -0.001
H -1.638 -27.430 -16.568 0.000
H 0.404 -29.229 -19.912 -0.001
H -2.118 -23.901 -21.560 0.000
H -3.702 -23.460 -20.842 0.000
H 0.271 -26.728 -20.980 0.000
H -2.230 -22.437 -20.706 0.000
```

Its multiplicity is 2. Its total charge is -1. The electronic energy comes out at -167305.2750 eV. Its lowest unoccupied orbital energy (alpha / beta) is 2.53 / -1.29 eV.


Record 4
The following is a quantum chemistry calculation of 2 unconnected molecules or ions with the total composition C3H10Cl2NSi in a non-equilibrium geometry, from the OMol25 dataset.

```
17
Properties=species:S:1:pos:R:3:lowdin_charge:R:1
Cl 5.092 -1.192 -0.888 0.194
Cl 4.852 0.775 1.789 0.187
Si 3.840 -0.156 0.306 -0.142
N -0.370 0.064 -0.065 -0.233
C 0.295 1.384 -0.283 0.032
C 0.146 -0.990 -0.943 -0.036
C -0.101 -0.389 1.252 -0.035
H -1.386 0.017 -0.399 0.231
H 1.423 1.156 -0.322 0.063
H -0.776 -1.151 1.632 0.134
H -0.097 -0.889 -2.057 0.149
H -0.077 1.769 -1.174 0.094
H 0.951 -0.466 1.281 0.054
H 1.244 -1.065 -0.918 0.063
H -0.242 -1.906 -0.694 0.079
H 0.151 2.073 0.419 0.063
H -0.282 0.380 1.956 0.103
```

Its total charge is +1. The electronic energy comes out at -37679.5408 eV. Its lowest unoccupied orbital energy is -3.95 eV. The energy relative to the best compared isomer or geometry (same formula, charge and spin) is 2.0074 eV.


Record 5
The following is a quantum chemistry calculation of 2 unconnected molecules or ions with the total composition C3H10Cl2OSi2 in a non-equilibrium geometry, from the OMol25 dataset.

```
18
Properties=species:S:1:pos:R:3:lowdin_charge:R:1
Cl 4.245 1.409 1.526 0.223
Cl 3.610 0.419 -1.467 0.235
Si 4.075 -0.237 0.374 -0.288
Si -0.471 2.167 0.634 0.648
O 0.028 1.606 1.930 -0.362
C -0.874 -0.530 0.186 -0.134
C -1.171 0.824 -0.476 -0.507
C -0.662 0.846 -1.911 -0.147
H -2.289 1.089 -0.413 0.119
H -0.506 3.568 0.268 -0.040
H 0.194 -0.619 0.371 0.064
H -1.238 -1.360 -0.363 0.066
H -1.340 -0.632 1.152 0.071
H -0.704 1.830 -2.444 0.086
H 0.378 0.388 -1.861 0.075
H -1.036 0.119 -2.563 0.044
H 5.504 -0.707 0.356 -0.070
H 3.027 -1.054 0.932 -0.083
```

The electronic energy comes out at -46122.5179 eV. Its lowest unoccupied orbital energy is 0.20 eV. The energy relative to the best compared isomer or geometry (same formula, charge and spin) is 2.5278 eV.


Record 6
The following is a quantum chemistry calculation of a gas-phase ion, C3H10INP (charge +1) in a non-equilibrium geometry, from the OMol25 dataset.

```
16
Properties=species:S:1:pos:R:3:lowdin_charge:R:1
I -0.303 -4.617 -0.437 0.392
P 0.439 -2.856 1.062 0.405
N 0.189 0.127 0.358 -0.227
C 0.233 -1.221 -0.272 -0.363
C 0.373 1.125 -0.760 -0.013
C -1.055 0.465 1.126 -0.005
H 1.206 0.907 -1.454 0.112
H 1.141 -1.313 -0.920 0.092
H -0.976 1.359 1.585 0.057
H 1.724 -2.750 0.796 -0.198
H 1.023 0.324 0.952 0.198
H -0.676 -1.450 -0.859 0.072
H -0.435 1.219 -1.457 0.107
H 0.726 2.049 -0.282 0.117
H -2.089 0.452 0.655 0.146
H -1.191 -0.266 1.955 0.106
```

Its total charge is +1. The electronic energy comes out at -22144.7423 eV. Its lowest unoccupied orbital energy is -3.79 eV. The energy relative to the best compared isomer or geometry (same formula, charge and spin) is 0.3096 eV.


Which of these has the lowest electronic energy?
C3H10Br2NaO5P